No. 1
# C4H7NO

A 2-piece molecular cluster, C4H7NO overall (ωB97M-V/def2-TZVPD, OMol25).

CARTESIAN COORDINATES (ANGSTROEM)
C  -1.83208  0.70050  -1.23595
C  -0.63636  0.22911  -0.59521
C  0.19182  -0.23817  -1.57742
N  -0.54459  -0.25575  -2.76689
C  -1.79793  0.26674  -2.51945
H  -2.64249  1.04682  -0.61768
H  -0.53392  0.40468  0.46245
H  1.23488  -0.46534  -1.70535
H  -0.25251  -0.45493  -3.70859
H  -2.59255  0.27667  -3.24428
O  3.31486  -0.56655  6.44488
H  2.76256  -0.35076  5.69838
H  3.54044  0.28118  6.83963

=====

No. 2
# C24H25NO12Pb

C24H25NO12Pb as an isolated structure (ωB97M-V/def2-TZVPD, OMol25).

CARTESIAN COORDINATES (ANGSTROEM)
Pb  -0.25879  0.40502  -0.22371
C  -2.77750  -4.79520  -0.44723
C  -2.96618  -3.44050  -0.06099
C  -1.92600  -2.40304  -0.55285
O  -2.07174  -1.18226  -0.20893
C  -0.87149  -2.83753  -1.34531
C  -0.63445  -4.21771  -1.61783
C  -1.64068  -5.26544  -1.14118
O  -1.43159  -6.45852  -1.37057
O  0.35717  -4.55439  -2.26680
O  -3.83231  -3.03648  0.73550
H  -3.45658  -5.51007  0.00111
H  -0.16192  -2.09676  -1.70019
C  -0.06821  4.10761  2.35736
C  -0.06750  2.86308  1.81340
C  -0.55286  1.68891  2.67992
O  -0.41116  0.50296  2.21702
C  -1.06811  1.95211  3.91746
C  -1.13248  3.25553  4.48843
C  -0.59978  4.42301  3.64347
O  -0.57621  5.55819  4.10042
O  -1.74260  3.49103  5.52701
O  0.17821  2.62221  0.57967
H  0.31520  4.89939  1.72114
H  -1.50423  1.12753  4.46700
C  -3.60178  2.27521  -0.55830
O  -2.62431  1.53699  -1.24773
C  -3.04117  1.08880  -2.50818
C  -1.94650  0.31675  -3.24392
N  -0.66479  1.00833  -3.08073
C  0.53754  0.41382  -3.66307
C  1.75065  1.22833  -3.22946
O  1.69293  1.34450  -1.83048
C  2.85810  1.86894  -1.20705
H  -3.67254  3.29355  -0.96117
H  -3.35196  2.36124  0.49886
H  -4.59149  1.80927  -0.60558
H  -3.31976  1.92777  -3.17250
H  -3.95350  0.49005  -2.41714
H  -2.27084  0.19446  -4.29014
H  -1.77771  -0.70501  -2.88452
H  -0.75362  1.91697  -3.53552
H  0.48221  0.42696  -4.76190
H  0.66345  -0.60733  -3.29469
H  1.78069  2.20980  -3.73607
H  2.71185  0.76081  -3.49005
H  2.69628  1.77944  -0.13789
H  3.01772  2.89043  -1.55483
H  3.70651  1.23016  -1.48780
C  3.77280  -1.25786  1.00845
C  4.31316  -1.17876  2.27989
C  3.53046  -1.54481  3.37919
C  2.19840  -1.83059  3.21331
C  1.63316  -1.81440  1.93932
C  2.43229  -1.54997  0.84300
O  1.83976  -1.48625  -0.42336
O  4.03357  -1.43719  4.65508
H  4.41286  -1.10191  0.14666
H  5.33266  -0.85877  2.46405
H  1.51353  -2.04234  4.02333
H  0.59820  -2.08532  1.77457
H  1.99013  -2.33122  -0.86750
H  4.97283  -1.63949  4.65057

Calculated values
charge: -2

=====

No. 3
# CH5O2PS

A 2-piece molecular cluster, CH5O2PS overall (ωB97M-V/def2-TZVPD, OMol25).

CARTESIAN COORDINATES (ANGSTROEM)
P  1.60438  1.13640  1.26512
S  1.96013  0.15552  2.89420
H  2.75303  1.66498  0.81024
H  1.10977  0.33820  0.19397
H  0.59807  2.14809  1.01614
O  -0.93969  0.01282  -0.93752
C  -1.22204  -1.15386  -1.09525
O  -2.45981  -1.54725  -1.45552
H  -0.44567  -2.02310  -1.01451
H  -2.95818  -0.73182  -1.67687

=====

Number 1: orbital gap 9.39 eV, strongest force on any atom 2.033 eV Å⁻¹. Number 2: orbital gap 5.29 eV, strongest force on any atom 1.407 eV Å⁻¹. Number 3: orbital gap 9.38 eV, strongest force on any atom 2.103 eV Å⁻¹.